102
Properties=species:S:1:pos:R:3 method="wB97M-V/def2-TZVPD" de_lowest_kcal_mol=0.0 s2=0.7545 energy_ha=-4017.25268 spin_multiplicity=2 homo_ev="-9.95 / -9.95" total_charge=+1 homo_lumo_gap_ha="0.26553 / 0.26016" mol_weight_g_mol=858.92
Ti 11.488 11.845 12.825
S 14.141 8.901 10.152
S 11.032 10.303 8.295
O 9.677 12.542 12.221
O 10.909 10.818 14.202
N 11.788 7.507 10.513
N 9.698 10.118 10.718
N 11.654 11.452 10.636
N 13.342 10.814 12.842
N 12.416 8.646 12.285
N 11.597 13.564 13.951
C 6.892 12.561 16.118
C 13.844 12.600 9.983
C 13.203 9.480 13.156
C 9.303 13.545 10.026
C 14.573 11.258 14.847
C 11.471 14.711 13.157
C 11.196 14.883 15.921
C 13.765 9.022 14.345
C 12.804 8.353 10.961
C 8.368 15.905 11.413
C 12.489 11.302 8.455
C 13.422 11.533 7.442
C 8.175 14.566 13.406
C 6.859 11.199 14.141
C 11.143 14.480 11.702
C 7.567 16.878 12.008
C 11.364 15.941 13.770
C 10.315 7.532 16.740
C 7.389 15.539 13.996
C 8.515 12.764 7.441
C 11.375 13.638 15.331
C 8.192 10.880 14.351
C 11.272 12.355 16.136
C 10.105 13.825 8.912
C 7.699 12.477 8.531
C 8.080 12.889 9.800
C 12.693 11.824 9.741
C 11.367 7.772 12.661
C 14.132 11.628 13.594
C 11.736 6.913 9.189
C 11.412 8.832 18.459
C 6.200 12.056 15.018
C 7.086 16.701 13.301
C 14.802 12.741 8.978
C 14.383 9.915 15.214
C 10.947 7.124 11.561
C 9.718 13.418 7.636
C 11.178 16.031 15.143
C 10.780 10.642 10.008
C 8.706 14.753 12.130
C 10.568 9.931 16.465
C 14.581 12.255 7.697
C 9.723 13.766 11.527
C 11.207 9.984 17.711
C 8.260 12.284 16.291
C 10.962 7.609 17.968
C 8.944 11.455 15.396
C 10.115 8.690 16.009
C 10.433 11.153 15.522
H 10.379 13.624 6.796
H 6.783 11.913 8.389
H 11.966 13.942 11.190
H 11.387 16.840 13.131
H 6.446 17.463 13.743
H 12.536 7.380 8.594
H 6.392 13.247 16.813
H 15.002 11.989 15.532
H 12.308 12.005 16.329
H 8.707 10.189 13.682
H 8.776 12.760 17.132
H 11.135 6.711 18.569
H 7.439 12.641 10.657
H 9.615 8.619 15.027
H 15.706 13.281 9.199
H 7.340 17.800 11.474
H 13.997 13.076 10.966
H 8.742 16.072 10.404
H 9.961 6.583 16.355
H 11.001 17.005 15.601
H 10.966 7.709 13.644
H 10.130 6.421 11.420
H 15.301 12.436 6.902
H 6.325 10.794 13.288
H 11.062 14.365 9.032
H 9.117 10.725 11.302
H 10.874 12.663 17.135
H 11.887 5.825 9.237
H 13.213 11.157 6.436
H 11.119 14.962 17.001
H 9.247 9.289 10.349
H 10.752 7.084 8.722
H 7.015 15.385 15.014
H 13.673 7.959 14.616
H 11.577 10.942 18.106
H 8.393 13.664 13.944
H 5.155 12.323 14.892
H 11.892 8.889 19.435
H 14.770 9.548 16.160
H 8.210 12.486 6.432
H 14.402 12.578 13.140
H 11.092 15.485 11.191